# 1
ORCA calculation (ωB97M-V with the def2-TZVPD basis set) on a molecular structure, C18H13FInN2O4 in a non-equilibrium geometry.

Summary:
**Net charge**: +3
**Kohn-Sham gap**: 2.912 eV
**LUMO level**: -15.351 eV

Structure (XYZ):
```
39
Properties=species:S:1:pos:R:3:lowdin_charge:R:1
In -3.229 2.549 -2.523 1.211
F -3.459 -2.750 -0.093 0.011
O -1.305 2.145 -1.052 -0.171
O -1.281 -3.089 -3.625 0.147
O -3.843 -4.504 -1.566 0.161
O 1.644 -2.547 -1.111 0.129
N -2.738 -0.204 -3.866 0.021
N -1.543 -3.918 -1.396 0.161
C 0.331 1.150 2.439 0.172
C -2.838 -0.164 -2.358 -0.241
C 0.942 -1.474 -1.158 -0.162
C 1.486 2.407 0.217 -0.035
C 1.518 2.054 1.808 -0.009
C 4.402 0.092 0.210 0.229
C 0.841 1.076 -0.474 -0.025
C -1.123 -2.868 -2.381 -0.255
C 2.637 2.095 4.313 0.163
C 0.310 0.717 3.978 0.052
C 2.656 2.521 2.781 0.066
C -2.974 -3.755 -1.024 -0.297
C 1.629 -0.163 -0.511 0.025
C -0.637 1.027 -1.092 -0.152
C 3.128 -0.253 0.062 0.027
C -0.538 -1.486 -1.783 0.073
C -1.322 -0.269 -1.758 -0.005
C 1.469 1.162 4.929 0.150
H -2.840 -1.176 -4.216 0.104
H -1.824 0.192 -4.164 0.096
H 2.600 2.534 -0.103 0.162
H 0.886 3.362 -0.007 0.162
H 3.542 3.164 2.409 0.147
H -0.572 0.761 1.822 0.142
H 5.482 0.430 0.469 0.125
H -3.493 -1.061 -2.004 0.162
H -0.965 -3.884 -0.534 0.144
H -0.565 0.054 4.359 0.147
H 1.438 0.819 6.022 0.158
H -3.318 0.843 -2.074 -0.153
H 3.466 2.409 5.054 0.158
```

***

# 2
ORCA calculation (ωB97M-V with the def2-TZVPD basis set) on 14 unconnected molecules or ions with the total composition C3H34N2O14 in a non-equilibrium geometry.

Summary:
**Net charge**: 0
**Kohn-Sham gap**: 9.704 eV
**Relative energy (zero: lowest compared OMol25 entry of this formula, charge and spin)**: 481.59 kJ/mol
**LUMO level**: 0.024 eV

Structure (XYZ):
```
53
Properties=species:S:1:pos:R:3:lowdin_charge:R:1
O -2.252 3.760 0.964 0.065
O 0.735 -3.639 -2.281 -0.074
O 2.591 -1.166 -2.151 -0.044
O 1.425 -3.001 0.784 -0.092
O 4.481 1.529 0.424 -0.069
O 2.063 1.924 2.112 0.021
O 2.372 1.436 -2.301 -0.056
O -2.337 1.866 -2.744 0.037
O 0.028 2.569 -2.924 -0.212
O -1.915 -0.473 3.451 -0.158
O 0.621 -2.360 3.508 -0.001
O -1.690 -2.940 -0.915 -0.089
O 0.896 0.083 0.541 -0.013
O 3.128 -0.795 2.310 -0.063
N -1.077 0.840 -1.173 0.202
N -3.271 0.020 -1.644 0.065
C -3.363 -0.382 -0.269 -0.269
C -3.567 0.823 0.775 -0.084
C -2.240 0.970 -1.895 -0.481
H 1.243 -2.169 1.321 0.012
H -2.079 -3.779 -0.698 0.032
H 3.569 0.104 2.042 0.083
H -0.348 1.457 -1.240 0.037
H 0.013 -3.366 -2.895 0.070
H 1.931 1.572 -1.494 -0.011
H -2.019 -1.281 4.101 0.088
H 1.566 -2.118 3.365 0.048
H -2.512 -1.014 0.065 0.068
H -4.143 -1.230 -0.059 0.141
H 0.152 3.461 -3.444 0.099
H -1.037 2.317 -3.054 0.031
H -4.097 0.559 1.643 0.029
H 2.859 -1.736 -2.840 0.024
H 0.299 -2.717 2.774 -0.063
H 1.223 2.020 2.007 -0.061
H -4.198 1.596 0.375 0.053
H 4.469 0.800 -0.181 0.017
H 2.509 1.957 2.975 0.090
H 1.705 0.014 1.005 -0.019
H -2.826 3.946 1.513 -0.106
H -0.842 -0.029 -0.698 0.084
H 3.664 1.994 0.035 0.069
H -1.000 -0.621 2.974 0.059
H 3.746 -1.439 2.535 0.019
H 1.810 1.869 -2.994 0.057
H 0.936 -2.803 -1.825 -0.011
H -2.544 1.242 1.190 0.088
H -4.186 0.269 -1.975 0.129
H 1.029 -0.196 -0.334 -0.010
H 2.554 -0.317 -2.602 0.002
H 1.974 -2.552 0.058 0.058
H -1.393 4.098 0.742 0.056
H -0.656 -2.973 -0.958 0.052
```

***

Number 1: E_HOMO -18.264 eV, molar mass 455.1 g/mol. Number 2: E_HOMO -9.680 eV, molar mass 322.3 g/mol.